Formula: C3H5N5
Source: the OMol25 dataset
Level of theory: wB97M-V/def2-TZVPD

Results
SMILES string: [H]/N=C\n1[nH]cn/c1=N/[H]
Net charge: 0
LUMO level in eV: 0.471
HOMO level in eV: -9.22
2S+1: 1

CARTESIAN COORDINATES (ANGSTROEM)
H: 0.388 0.094 1.992
C: 0.442 -1.461 -0.401
H: -1.617 -0.592 -2.024
H: 1.914 -1.571 0.769
N: -0.698 1.925 -0.180
N: -0.169 -0.270 0.108
N: 1.500 -2.063 -0.019
H: 0.348 2.574 1.533
C: 0.025 1.749 0.883
C: -0.907 0.651 -0.748
N: -1.622 0.416 -1.760
N: 0.529 0.476 1.069
H: -0.134 -1.926 -1.223

Forces on atoms 1 to 2 (eV/Å):
0.1 -0.1 0.3
0.1 -0.1 -0.1

Löwdin atomic charge list, values in e, 8 entries:
1. H 0.143
2. C -0.229
3. H 0.052
4. H 0.028
5. N 0.129
6. N -0.044
7. N 0.097
8. H 0.133